# 1
55
Properties=species:S:1:pos:R:3:forces:R:3 method="wB97M-V/def2-TZVPD" homo_energy_ev="-12.96 / -12.96" relative_energy_kcal_mol=259.6 total_charge=+2 gap_ev="5.280 / 1.301" multiplicity=4 e_lumo_ev="-7.7 / -11.7"
Co 0.6501 1.2204 -0.1900 -0.14 0.24 0.11
O 3.7413 -2.7557 -2.2658 -0.03 -0.05 0.10
C 4.4923 -3.6203 -2.6884 0.98 0.73 -2.46
O 5.3002 -3.4536 -3.7491 -3.32 2.59 2.00
C 6.0505 -4.5941 -3.9469 2.05 -2.08 0.04
C 5.2428 -5.6569 -3.2708 1.19 -0.96 -0.95
C 4.6465 -4.9766 -2.0562 0.00 -0.93 0.00
H 7.0115 -4.3943 -3.4730 0.17 -0.26 -0.04
H 6.2187 -4.8303 -4.9976 -0.24 0.54 -0.06
H 5.8800 -6.5171 -3.0658 -0.25 -0.15 0.46
H 4.4971 -5.9762 -3.9989 -0.39 -0.10 0.39
H 5.3135 -4.7359 -1.2284 0.31 -0.31 0.21
H 3.8140 -5.5927 -1.7163 -0.40 0.87 0.28
O -3.1499 -2.6327 -0.2067 -0.97 -3.34 0.25
C -3.6826 -3.7566 -0.1796 0.66 2.11 -0.33
O -3.0716 -4.8908 0.2901 0.54 1.32 0.32
C -3.9406 -6.0439 0.3076 1.05 0.40 -0.02
C -5.0403 -5.6372 -0.5761 -2.48 -0.24 -1.15
C -5.0925 -4.1128 -0.6704 0.81 -0.49 0.68
H -4.2812 -6.2839 1.3149 0.32 0.26 0.13
H -3.3756 -6.8806 -0.1032 0.05 0.03 0.24
H -5.9633 -6.0327 -0.1521 -0.19 -0.08 -0.46
H -4.9129 -6.0170 -1.5898 -0.04 -0.26 0.12
H -5.8321 -3.6739 -0.0007 0.10 0.11 0.02
H -5.3032 -3.7817 -1.6873 0.25 0.22 0.20
O -2.3631 4.8416 2.6603 -1.97 1.92 2.46
C -3.0212 5.4119 3.5723 3.76 -0.82 -3.85
O -3.3989 4.7282 4.6079 -1.01 -1.41 1.52
C -4.3191 5.4312 5.4326 -0.07 2.53 0.57
C -4.4308 6.8278 4.7196 -2.26 0.49 0.92
C -3.3911 6.8825 3.6981 0.79 -0.80 -1.99
H -3.9643 5.6226 6.4453 0.68 -0.55 -0.08
H -5.2815 4.9410 5.5790 0.19 -0.31 -0.68
H -4.3627 7.7440 5.3062 -0.20 -0.52 0.74
H -5.4028 6.8809 4.2293 -0.13 -0.02 0.08
H -2.5740 7.5755 3.8986 0.38 -0.57 0.25
H -3.7501 7.1943 2.7172 -0.11 0.00 -0.01
C 5.2564 3.7149 -2.0866 -0.41 0.11 -0.06
O 4.1914 3.6791 -1.1413 -0.36 -0.22 0.22
H 5.1252 2.9038 -2.8029 0.02 -0.04 0.12
H 5.1420 4.6569 -2.6230 0.68 -0.05 -0.23
H 6.2045 3.6054 -1.5601 0.18 0.19 -0.31
H 4.1383 4.5793 -0.8118 -0.22 -0.07 0.28
C 2.3440 1.1742 4.7576 -0.44 1.23 0.51
O 1.8925 0.3355 3.6816 0.73 0.04 0.60
H 1.5915 1.3244 5.5317 -0.54 -0.15 -0.27
H 3.2083 0.9099 5.3668 0.40 -0.82 -0.74
H 2.5584 2.1657 4.3586 -0.03 -0.11 -0.20
H 2.1203 -0.5616 3.9362 -0.16 -0.17 -0.08
C -1.2009 1.8508 -5.1290 -1.29 1.04 -0.22
O -0.5915 2.4885 -4.0291 0.66 0.26 0.75
H -2.2421 1.6510 -4.8758 0.06 -1.14 0.25
H -1.4083 2.6323 -5.8598 0.76 -0.39 -0.87
H -0.5998 1.0084 -5.4714 -0.34 0.14 -0.12
H -0.6837 3.4272 -4.2079 0.20 0.04 0.38

=====

# 2
51
Properties=species:S:1:pos:R:3:forces:R:3 method="wB97M-V/def2-TZVPD" homo_energy_ev="-2.99 / -3.92" relative_energy_kcal_mol=28.8 total_charge=0 gap_ev="2.913 / 3.849" e_lumo_ev="-0.1 / -0.1"
Pb -0.5096 -1.4682 -0.2818 -0.67 0.07 -0.53
P 3.0848 -0.6452 -0.7996 -1.74 -0.37 0.69
P -3.0342 0.6596 1.9449 -1.73 1.47 -0.15
N -1.0242 0.2805 -1.4178 0.61 -0.98 0.99
H 2.1962 -0.7571 0.2951 -0.02 -0.10 -0.47
C 3.7507 -2.2839 -1.1058 0.43 -0.24 -0.10
H 4.7140 -2.1930 -1.6268 -0.24 -0.08 0.08
H 3.0567 -2.8665 -1.7258 0.11 0.29 0.21
H 3.9020 -2.8202 -0.1600 -0.02 0.19 -0.21
C 4.3021 0.4989 -0.1761 0.92 0.48 -0.08
H 5.2951 0.2667 -0.5870 -0.21 0.29 0.15
H 4.3362 0.4427 0.9247 -0.01 -0.12 -0.47
H 4.0172 1.5267 -0.4424 0.10 -0.32 0.01
C 2.1447 -0.0724 -2.2057 0.25 0.38 -0.89
H 2.8071 -0.0029 -3.0912 -0.20 0.04 0.38
H 1.6916 0.9115 -2.0010 0.08 -0.37 0.05
H 1.3085 -0.7609 -2.4460 0.49 0.29 0.36
C -4.1288 -0.6437 2.4519 -0.45 -0.42 0.21
H -5.1213 -0.2033 2.6410 0.21 -0.40 -0.04
H -3.7667 -1.0944 3.3905 -0.09 0.00 -0.35
H -4.2103 -1.4234 1.6758 0.07 0.21 0.34
C -2.5688 1.7663 3.2430 0.12 0.28 0.64
H -3.4685 2.0581 3.8014 0.40 -0.01 0.08
H -2.1244 2.6767 2.8119 -0.06 -0.38 0.11
H -1.8474 1.2846 3.9248 0.05 0.29 0.07
C -3.3696 1.4075 0.3779 -0.36 0.18 -0.77
H -4.4192 1.7271 0.3420 0.18 -0.07 -0.05
H -3.1677 0.7249 -0.4636 0.26 0.28 0.08
H -2.7456 2.3069 0.2536 -0.05 -0.46 0.01
C -1.4082 0.3117 -2.6915 -0.01 0.02 0.02
C -2.1602 -0.6856 -4.8204 0.21 0.82 0.36
C -1.7492 -0.8343 -3.5012 0.10 0.23 -0.18
C -1.5130 1.5990 -3.3185 -0.17 0.22 -0.67
C -1.9314 1.7408 -4.6356 0.06 -0.65 0.26
C -2.2528 0.6001 -5.3857 -0.21 -0.32 -0.58
H -2.4081 -1.5630 -5.4111 -0.01 0.09 0.01
H -1.6883 -1.8338 -3.0477 -0.05 0.37 -0.11
H -1.2550 2.4842 -2.7314 -0.07 -0.33 -0.04
H -2.0133 2.7266 -5.0989 0.05 -0.22 0.18
H -2.5801 0.6978 -6.4240 0.09 0.02 0.31
C 1.8240 -0.3982 3.0717 -1.54 0.78 -1.36
O 1.1456 0.0173 2.1120 1.86 -0.61 2.18
C 2.5459 -1.7146 3.0192 0.10 -0.43 0.00
H 2.9558 -1.9688 4.0063 -0.05 -0.03 -0.38
H 3.3700 -1.6660 2.2908 -0.18 -0.03 0.18
H 1.8500 -2.5000 2.6930 0.18 0.21 -0.01
C 1.9281 0.3259 4.3984 -0.03 0.34 -0.06
H 1.2843 -0.1735 5.1446 0.18 0.14 -0.34
H 1.6291 1.3744 4.2981 -0.06 -0.27 0.04
H 2.9560 0.2741 4.7891 -0.28 -0.01 -0.16
F -1.6299 -0.1177 1.6949 1.38 -0.76 0.00

=====

# 3
68
Properties=species:S:1:pos:R:3:forces:R:3 method="wB97M-V/def2-TZVPD" homo_energy_ev="-12.40 / -12.40" total_charge=+1 gap_ev="7.294 / 7.482" multiplicity=2 e_lumo_ev="-5.1 / -4.9"
O 15.3778 10.6827 10.3110 2.16 0.50 0.39
V 16.6331 11.6151 10.5752 -3.21 1.13 -0.35
Mg 18.1837 15.0710 10.5298 3.99 3.00 -1.82
P 16.5562 14.0571 11.6270 1.97 -0.41 -3.16
O 16.2914 15.1166 10.5417 -4.27 1.49 1.76
O 17.8441 14.5213 12.2664 -1.40 0.72 5.59
O 17.5288 13.3570 10.4970 0.48 -7.29 -2.89
O 15.7349 12.7845 11.9271 -0.06 0.51 0.59
C 16.2100 17.9232 11.8759 -0.42 -0.90 -0.46
O 17.2319 18.7446 11.2802 -0.15 -0.34 0.67
C 18.3508 18.1756 10.9316 0.32 2.40 -0.76
O 18.5976 16.9898 10.8272 0.20 -0.02 -0.16
O 19.1983 19.1886 10.6271 -0.79 -1.46 0.43
C 20.4187 18.8193 10.0074 0.85 -0.12 0.22
H 15.5755 18.5370 12.5033 0.26 0.25 0.03
H 16.6387 17.0820 12.4199 0.18 0.29 0.23
H 15.6178 17.4622 11.0842 -0.01 0.23 -0.02
H 20.2646 18.6611 8.9390 0.13 0.11 0.07
H 20.8608 17.9368 10.4678 -0.36 -0.16 -0.02
H 21.1313 19.6134 10.2267 -0.26 0.20 -0.39
C 16.2462 11.1278 6.4794 0.55 -1.28 0.49
O 15.3065 12.1701 6.3635 -0.01 0.31 0.22
C 15.0204 12.8436 7.4756 -0.42 0.36 -1.02
O 15.4146 12.5990 8.5874 0.86 -0.19 1.01
O 14.2269 13.8413 7.1532 0.03 0.10 -0.74
C 14.0091 14.8497 8.1330 -0.18 -0.26 1.27
H 16.9541 11.2854 7.2978 0.01 0.34 -0.18
H 16.7951 11.0036 5.5505 -0.16 0.37 -0.11
H 15.7746 10.1664 6.7014 -0.31 0.19 -0.09
H 13.2484 15.5478 7.8016 0.05 -0.20 -0.46
H 14.9328 15.3726 8.3766 0.00 -0.08 -0.09
H 13.6457 14.3508 9.0358 0.07 0.27 0.05
C 20.3342 12.6786 12.4449 0.23 -0.03 0.03
O 21.4635 13.2854 11.7965 0.12 -0.57 -0.11
C 21.2843 14.1820 10.8649 1.21 0.85 0.96
O 20.2418 14.7423 10.5718 -0.46 -0.21 -0.75
O 22.4890 14.5188 10.4235 -0.11 -0.51 0.17
C 22.6234 15.6111 9.5361 -1.06 0.63 -0.85
H 19.5751 12.5088 11.6857 -0.30 0.11 0.34
H 20.0207 13.3068 13.2743 -0.36 0.14 -0.28
H 20.6906 11.7423 12.8669 0.13 -0.03 -0.21
H 22.2555 15.3341 8.5447 0.27 -0.10 0.00
H 23.6527 15.9440 9.4808 0.11 -0.37 0.24
H 21.9881 16.4355 9.8541 0.15 0.02 0.18
C 14.8390 12.0994 18.5475 0.12 0.47 0.61
O 14.8651 12.5979 17.2160 -0.06 -0.51 -0.75
C 15.5117 13.7578 17.0393 -1.11 -0.87 0.98
O 15.8642 14.4430 17.9518 0.84 0.73 -0.05
O 15.5754 13.9862 15.7401 0.77 -0.22 -0.07
C 16.4139 15.0503 15.3086 -0.64 0.68 -1.28
H 14.5114 12.8885 19.2232 0.02 -0.07 0.06
H 15.8388 11.7813 18.8418 0.00 -0.02 0.02
H 14.1525 11.2624 18.6173 -0.04 0.00 -0.40
H 16.6946 15.7766 16.0661 -0.23 -0.24 0.26
H 15.7732 15.5148 14.5501 0.25 0.51 0.17
H 17.2900 14.7078 14.7554 0.04 -0.44 0.43
C 13.3728 14.7622 12.6708 1.09 0.47 1.26
O 12.1282 15.2743 13.1015 -0.92 -0.74 -1.71
C 12.0704 16.0643 14.1544 -0.33 -0.08 0.42
O 12.8572 16.1124 15.0521 0.82 0.23 0.25
O 10.9335 16.7466 14.0699 -0.28 0.11 -0.54
C 10.7036 17.7334 15.0437 -0.35 0.72 1.59
H 13.7997 14.1340 13.4577 0.13 0.11 0.00
H 13.9985 15.6471 12.5060 0.39 -0.29 -0.09
H 13.3652 14.1658 11.7634 -0.94 0.18 -0.08
H 9.6365 17.9062 15.1752 -0.08 -0.32 -0.49
H 11.1426 18.7067 14.8185 0.26 -0.22 -0.41
H 11.0619 17.4411 16.0328 0.22 -0.19 -0.20

=====

# 4
46
Properties=species:S:1:pos:R:3:forces:R:3 method="wB97M-V/def2-TZVPD" homo_energy_ev=-13.24 relative_energy_kcal_mol=2.9 total_charge=+1 gap_ev=10.757 smiles=C#CC[N+](C)(C)CCCCCCCCCC e_lumo_ev=-2.5
C -3.5784 -1.8445 -0.7347 0.09 0.69 0.26
C -3.4069 -0.7244 -0.3497 -0.03 -0.35 -0.18
C -3.2152 0.6289 0.1348 -0.47 -0.34 0.57
H -2.7383 0.5925 1.1190 0.04 0.20 -0.14
H -4.1921 1.1105 0.2401 0.19 0.14 -0.03
N -2.3679 1.4552 -0.7806 -0.04 -0.11 0.07
C -2.2700 2.8136 -0.2208 0.08 0.85 0.36
H -1.6869 3.4526 -0.8798 -0.02 -0.14 -0.04
H -3.2626 3.2482 -0.1125 -0.04 -0.15 -0.06
H -1.7903 2.7870 0.7564 0.01 -0.15 -0.03
C -3.0120 1.5139 -2.1046 -0.36 0.01 -0.90
H -4.0295 1.8896 -2.0068 0.04 0.01 0.15
H -3.0494 0.5174 -2.5416 0.07 0.03 0.10
H -2.4596 2.1776 -2.7650 0.07 -0.01 0.14
C -1.0176 0.8148 -0.8621 0.96 -0.29 -0.22
C -0.0293 1.4445 -1.8397 -0.08 -0.10 0.03
H 0.1003 2.5092 -1.6445 -0.05 0.10 -0.04
H -0.3938 1.3244 -2.8601 -0.06 0.07 0.00
C 1.3489 0.7664 -1.7322 0.09 0.23 0.06
C 2.3336 1.4750 -0.7986 -0.10 -0.08 0.13
C 1.9905 1.4661 0.6927 0.00 -0.17 -0.11
C 1.8763 0.0759 1.3232 0.24 0.19 -0.07
C 3.1900 -0.7035 1.2892 -0.22 -0.10 0.25
C 3.1344 -1.9999 2.0980 -0.07 0.03 -0.38
C 2.1886 -3.0466 1.5113 0.16 -0.02 0.27
C 2.2862 -4.3691 2.2617 -0.12 0.13 -0.18
H 3.2959 -4.7674 2.2015 0.10 -0.08 0.03
H 2.0360 -4.2313 3.3111 -0.02 -0.04 0.13
H 1.6033 -5.1022 1.8391 -0.03 -0.13 0.03
H 2.4388 -3.2086 0.4598 -0.05 0.05 -0.08
H 1.1575 -2.6874 1.5594 -0.04 0.03 -0.09
H 4.1392 -2.4251 2.1351 0.03 -0.03 0.09
H 2.8350 -1.7768 3.1245 0.05 0.00 0.09
H 3.9824 -0.0715 1.6952 0.07 0.08 -0.08
H 3.4511 -0.9447 0.2573 0.11 0.02 -0.07
H 1.1020 -0.5083 0.8221 -0.13 -0.06 0.04
H 1.5733 0.1982 2.3664 -0.09 -0.06 0.02
H 2.7817 2.0100 1.2125 -0.06 0.09 0.07
H 1.0663 2.0268 0.8647 -0.04 0.11 0.05
H 2.4336 2.5141 -1.1215 0.07 0.01 -0.07
H 3.3092 1.0076 -0.9296 0.08 0.05 -0.05
H 1.2283 -0.2743 -1.4312 0.01 -0.16 -0.05
H 1.7990 0.7601 -2.7253 -0.06 -0.10 -0.01
H -0.5900 0.8331 0.1411 -0.20 -0.01 0.06
H -1.1769 -0.2287 -1.1459 -0.08 0.14 0.09
H -3.7359 -2.8306 -1.0609 -0.10 -0.60 -0.20

=====

# 5
63
Properties=species:S:1:pos:R:3:forces:R:3 method="wB97M-V/def2-TZVPD" homo_energy_ev=-10.73 total_charge=0 gap_ev=11.155 e_lumo_ev=0.4
F -3.3546 -3.3399 -0.2095 -0.05 -0.04 -0.04
C -2.2104 -3.6266 -0.9419 0.58 0.05 -0.27
C -0.9704 -3.3195 -0.1246 -0.55 0.02 -0.18
C -0.8466 -1.7942 0.0945 0.40 -0.26 0.05
B -0.1975 -1.3997 1.4617 0.19 -0.97 0.63
O -0.9800 -1.1934 2.6067 -0.50 0.83 -0.94
B -0.7490 0.1078 3.0277 0.36 -0.76 0.88
O 0.5821 0.4272 3.2860 -0.54 0.92 -0.97
B 1.2998 0.1467 2.1134 0.83 -0.55 1.05
C 2.1050 1.2613 1.3604 -0.29 0.00 0.19
C 1.5346 1.4460 -0.0656 0.28 0.23 0.26
C 0.4342 2.5113 -0.0730 0.13 -0.37 0.12
Cl -0.8950 2.0719 -1.1941 -0.27 0.39 0.27
O 1.1708 -1.1549 1.6299 -0.50 0.87 -1.02
H -2.1966 -3.0002 -1.8374 -0.25 0.07 0.00
H -2.2427 -4.6657 -1.2700 -0.15 -0.11 0.21
H -0.1303 -3.7032 -0.7027 0.20 0.00 0.17
H -1.0328 -3.8776 0.8099 0.06 -0.03 0.06
H -0.2437 -1.3878 -0.7193 -0.03 0.09 -0.06
H -1.8358 -1.3405 0.0348 -0.08 0.00 0.09
H -1.6092 0.9273 3.0417 -0.07 -0.05 0.35
H 3.1701 1.0304 1.3443 0.06 -0.05 -0.13
H 1.9767 2.1957 1.9092 0.25 0.07 0.06
H 1.1439 0.4990 -0.4292 0.05 -0.05 -0.17
H 2.3347 1.7709 -0.7267 -0.03 -0.16 -0.22
H -0.0215 2.6192 0.9076 -0.09 0.00 0.02
H 0.8404 3.4709 -0.3733 -0.16 0.12 -0.08
C 4.4195 2.3524 4.2297 -0.17 -0.17 0.10
O 4.9881 3.1086 3.1585 -0.08 -0.05 -0.04
C 6.0750 3.8023 3.4945 -0.03 0.00 -0.08
O 6.5831 3.8327 4.5828 0.04 0.00 0.09
O 6.4995 4.4555 2.4143 0.00 0.02 -0.05
C 7.6696 5.2477 2.6314 0.13 0.12 -0.08
H 3.5520 1.8428 3.8205 0.01 0.06 -0.10
H 5.1268 1.6135 4.6011 0.07 0.08 0.04
H 4.1016 3.0048 5.0403 0.10 0.02 0.03
H 8.5047 4.6223 2.9402 -0.03 0.00 0.09
H 7.4806 6.0146 3.3797 0.01 -0.06 0.07
H 7.8999 5.7174 1.6799 -0.09 -0.05 -0.04
C -6.2730 -3.3646 -0.0700 0.12 -0.15 -0.01
O -7.6887 -3.1482 -0.0331 0.00 -0.06 0.00
C -8.0456 -1.8693 0.0287 -0.04 -0.08 0.00
O -7.3011 -0.9256 0.0537 0.05 0.08 0.00
O -9.3780 -1.8103 0.0578 -0.06 -0.01 0.00
C -9.9026 -0.4836 0.1248 -0.16 0.10 0.01
H -6.1307 -4.4398 -0.1196 -0.11 -0.01 0.00
H -5.8333 -2.9025 -0.9497 -0.01 0.11 0.04
H -5.7983 -2.9801 0.8292 0.00 0.11 -0.04
H -9.6049 0.0924 -0.7492 0.08 0.02 0.04
H -9.5693 0.0165 1.0321 0.08 0.03 -0.04
H -10.9839 -0.5841 0.1421 0.01 -0.11 0.00
C 3.9191 -2.0275 -5.7873 0.15 -0.10 -0.08
O 3.4532 -1.3035 -4.6468 0.05 -0.01 0.02
C 2.2147 -0.8260 -4.7717 0.04 0.01 0.06
O 1.5030 -0.9603 -5.7312 -0.06 -0.02 -0.07
O 1.9046 -0.1786 -3.6515 -0.02 0.04 0.07
C 0.5914 0.3963 -3.6400 -0.04 0.08 0.18
H 4.9272 -2.3540 -5.5499 -0.01 0.05 0.10
H 3.2902 -2.8956 -5.9748 -0.06 0.05 -0.05
H 3.9418 -1.3867 -6.6664 -0.09 -0.01 -0.02
H -0.1657 -0.3800 -3.7491 0.02 0.01 -0.09
H 0.4867 1.1312 -4.4365 -0.01 -0.07 -0.06
H 0.4668 0.8871 -2.6750 0.27 -0.27 -0.39

=====

# 6
54
Properties=species:S:1:pos:R:3:forces:R:3 method="wB97M-V/def2-TZVPD" homo_energy_ev="-5.13 / -5.30" relative_energy_kcal_mol=30.6 total_charge=0 gap_ev="4.987 / 5.143" multiplicity=8 e_lumo_ev="-0.1 / -0.2"
P 0.2168 -1.6692 1.4338 -0.25 1.43 3.04
P -0.0985 1.8503 1.4538 0.22 -2.40 3.85
C -0.1828 -0.6130 0.0367 0.25 -0.20 -1.03
C 0.3805 0.8384 0.0906 -0.12 0.16 -1.51
H -1.2812 -0.6017 -0.0456 0.34 -0.05 -0.16
H 0.2518 -1.1610 -0.8046 -0.41 0.60 -0.77
H 1.4818 0.8321 0.0805 -0.33 0.09 -0.22
H -0.0132 1.4475 -0.7254 0.51 -0.71 -1.15
C -1.8047 2.3875 1.4097 0.40 0.62 -1.04
H -2.0154 2.9990 2.2953 0.01 -0.07 -0.38
H -2.4956 1.5355 1.3561 0.24 0.34 -0.12
H -1.7501 2.9619 0.4868 -1.47 0.52 -0.12
C 1.0439 3.1702 1.8500 -0.45 0.28 -1.29
H 0.9529 3.7053 0.9063 1.06 1.28 0.36
H 2.0414 2.7521 2.0414 -0.33 0.31 -0.18
H 0.6618 3.7154 2.7214 0.19 -0.01 -0.38
C -0.9316 -3.0507 1.5518 0.61 0.05 -1.04
H -0.6401 -3.6943 2.3906 -0.10 0.17 -0.32
H -0.7580 -3.4892 0.5718 -0.90 -1.10 0.02
H -1.9455 -2.6540 1.6914 0.29 -0.29 -0.17
C 1.9223 -2.2421 1.3539 -0.46 -0.38 -0.86
H 2.6194 -1.3954 1.4099 -0.19 -0.32 -0.15
H 1.9327 -2.7406 0.3857 1.10 -0.38 -0.08
H 2.0921 -2.9269 2.1930 0.00 0.13 -0.30
Eu -0.0247 0.0418 3.5205 -0.33 0.71 0.48
C 0.5721 1.7464 -3.8796 -0.26 0.18 0.04
C -0.7397 1.7913 -3.6229 0.26 0.26 -0.29
C -1.8591 0.9859 -4.2296 -0.03 -0.27 -0.02
C -1.4658 -0.3349 -4.9343 -0.25 0.22 0.05
C -0.7584 -1.2980 -4.0116 0.24 -0.19 0.06
C 0.5420 -1.3616 -3.7061 -0.25 -0.25 -0.32
C 1.6832 -0.5181 -4.2117 0.03 0.26 0.00
C 1.3160 0.8485 -4.8387 0.26 -0.22 0.04
C 0.0814 -1.8240 4.9654 0.02 -1.83 -0.89
H 1.2208 2.4499 -3.3466 -0.28 -0.18 -0.02
H -1.0909 2.5527 -2.9205 0.18 -0.16 -0.06
H -2.4359 1.6027 -4.9405 0.22 -0.06 0.23
H -2.5592 0.7492 -3.4131 0.08 0.00 -0.19
H -2.4047 -0.8113 -5.2535 0.28 0.12 -0.03
H -0.8934 -0.1202 -5.8444 -0.23 -0.17 0.29
H -1.4270 -2.0348 -3.5538 0.29 0.18 0.01
H 0.8655 -2.1707 -3.0447 -0.18 0.18 -0.07
H 2.2876 -1.0857 -4.9405 -0.22 0.05 0.23
H 2.3511 -0.3396 -3.3544 -0.06 0.02 -0.18
H 2.2663 1.3445 -5.0869 -0.28 -0.12 -0.05
H 0.7805 0.6981 -5.7837 0.22 0.15 0.32
H 0.8467 -1.5710 5.7081 -0.59 -0.42 -0.03
H 0.4052 -2.7243 4.4027 -0.73 -0.22 0.71
H -1.0210 -1.7260 5.2925 1.81 -0.81 -0.30
F -0.0638 0.5971 5.4678 -0.10 1.17 3.44
B -0.0390 0.1816 7.2308 -0.20 -0.29 -1.60
F 1.3644 0.1425 7.3207 -2.11 0.60 0.66
F -0.8537 1.3078 7.4363 1.40 -1.54 1.20
F -0.6274 -1.0772 7.4372 0.62 2.60 0.32

=====

Calculated values (hartree) of E_tot for the records, taken in order: -2648.60547 -1694.72029 -3579.75159 -643.99231 -2127.91135 -2407.43393.